1.
73
Properties=species:S:1:pos:R:3 method="wB97M-V/def2-TZVPD" total_energy_ha=-2585.4271 homo_ev="-1.367 / -2.839" charge=-1 orbital_gap_ha="0.142 / 0.195" s_squared=15.805 spin_multiplicity=8 de_lowest_ev=2.282
Gd 0.005 0.663 0.292
N -0.505 1.868 -1.674
N -0.022 -0.581 -2.835
C 0.522 -1.371 1.941
C -0.499 -1.854 1.047
C -1.656 -1.046 1.231
C -2.939 -1.146 0.504
H -3.048 -2.119 0.015
H -2.983 -0.374 -0.281
H -3.771 -0.954 1.195
C -1.384 -0.113 2.305
C -2.368 0.907 2.653
H -2.009 1.635 3.392
H -3.312 0.455 2.974
H -2.627 1.630 1.623
C -0.029 -0.280 2.721
C 0.741 0.620 3.619
H 0.983 1.589 3.149
H 1.688 0.150 3.889
H 0.168 0.835 4.525
C -0.383 -2.934 0.027
H -1.344 -3.448 -0.106
H 0.384 -3.673 0.294
H -0.117 -2.476 -0.932
C 1.917 -1.890 2.044
H 2.567 -1.440 1.265
H 1.949 -2.989 1.885
H 2.365 -1.634 3.029
C -0.371 3.183 -1.411
H -0.065 3.524 -0.401
C -0.565 4.150 -2.406
H -0.325 5.192 -2.181
C -1.022 3.747 -3.669
H -1.130 4.486 -4.478
C -1.359 2.411 -3.886
H -1.711 2.070 -4.886
C -1.101 1.452 -2.874
C -1.150 0.076 -3.194
H -1.847 -0.388 -3.836
C 0.847 -0.378 -1.713
C 0.598 -1.422 -3.780
H 0.102 -1.725 -4.684
C 1.877 -1.432 -3.451
H 2.706 -1.847 -3.993
N 2.020 -0.973 -2.138
C 3.125 -1.474 -1.330
C 3.402 -2.866 -1.316
C 4.412 -3.362 -0.462
H 4.585 -4.443 -0.376
C 5.196 -2.524 0.358
C 6.273 -3.116 1.257
H 6.065 -2.929 2.322
H 7.286 -2.722 1.057
H 6.307 -4.207 1.148
C 4.926 -1.158 0.310
H 5.456 -0.484 0.976
C 3.923 -0.627 -0.525
C 3.607 0.840 -0.449
H 3.291 1.255 -1.413
H 4.521 1.360 -0.162
H 2.855 1.075 0.332
C 2.584 -3.905 -2.003
H 2.502 -3.743 -3.067
H 1.589 -3.956 -1.565
H 3.047 -4.877 -1.860
S -3.461 3.717 0.462
C -4.212 2.869 -0.862
C -3.381 1.838 -1.293
N -2.384 1.584 -0.409
C -2.300 2.434 0.690
H -5.103 3.186 -1.354
H -3.517 1.361 -2.246
H -1.306 2.789 1.005



2.
77
Properties=species:S:1:pos:R:3 method="wB97M-V/def2-TZVPD" total_energy_ha=-1881.4247 homo_ev=-13.108 charge=+2 orbital_gap_ha=0.262 de_lowest_ev=0.570
Ir -0.408 -1.009 0.924
C -4.354 -1.935 3.648
O -3.366 -2.934 3.274
C -2.404 -2.566 2.486
O -2.256 -1.423 2.034
N -1.550 -3.564 2.195
N -0.498 -3.300 1.317
H -5.114 -2.478 4.194
H -4.775 -1.475 2.758
H -3.895 -1.178 4.278
H -1.737 -4.503 2.517
H -0.597 -3.854 0.470
H 0.389 -3.535 1.759
C -2.156 -2.094 -1.653
C -1.318 -0.823 -1.897
C 0.054 -1.163 -2.453
C 0.146 -1.346 -3.824
C 1.340 -1.717 -4.418
C 2.436 -1.982 -3.622
C 2.392 -1.828 -2.238
C 3.576 -2.365 -1.452
C 3.628 -3.897 -1.533
C 1.216 -1.317 -1.669
N 1.193 -0.969 -0.282
C 2.213 -0.447 0.334
C 2.174 -0.436 1.721
C 3.104 -0.177 2.725
C 2.470 -0.475 3.934
C 1.169 -0.878 3.630
N 1.006 -0.883 2.296
H -3.152 -1.842 -1.284
H -1.668 -2.745 -0.929
H -2.271 -2.662 -2.575
H -1.225 -0.235 -0.965
H -1.850 -0.194 -2.609
H -0.735 -1.196 -4.439
H 1.398 -1.836 -5.492
H 3.350 -2.348 -4.076
H 3.540 -2.097 -0.399
H 4.499 -1.956 -1.869
H 2.774 -4.338 -1.015
H 4.538 -4.264 -1.059
H 3.613 -4.244 -2.565
H 3.042 -0.020 -0.215
H 4.122 0.151 2.574
H 2.886 -0.429 4.927
H 0.382 -1.158 4.314
C -2.230 4.100 -1.557
O -1.057 3.709 -0.839
C -0.049 3.126 -1.511
C -0.106 2.767 -2.857
C 1.007 2.252 -3.500
C 2.200 2.072 -2.812
C 2.263 2.432 -1.481
C 1.150 2.940 -0.822
N 1.353 3.447 0.498
C 0.548 3.608 1.514
C -0.725 3.044 1.798
C -1.560 3.813 2.642
C -2.831 3.420 2.950
C -3.298 2.206 2.438
C -2.480 1.397 1.680
C -1.171 1.772 1.353
O -0.344 0.966 0.690
H -2.856 4.614 -0.835
H -2.758 3.229 -1.946
H -1.982 4.779 -2.373
H -1.020 2.926 -3.411
H 0.951 2.008 -4.552
H 3.075 1.696 -3.323
H 3.193 2.343 -0.929
H 2.276 3.846 0.618
H 0.925 4.312 2.250
H -1.187 4.768 2.995
H -3.464 4.030 3.577
H -4.317 1.902 2.639
H -2.826 0.440 1.325



3.
77
Properties=species:S:1:pos:R:3 method="wB97M-V/def2-TZVPD" total_energy_ha=-3211.7937 homo_ev="-5.202 / -5.227" charge=-1 orbital_gap_ha="0.273 / 0.274" s_squared=2.017 spin_multiplicity=3 de_lowest_ev=0.000
V 0.385 0.977 0.451
O 6.340 -0.624 0.842
C 5.027 -0.295 0.719
C 4.127 -1.107 0.029
C 2.812 -0.695 -0.022
N 2.422 0.416 0.573
C 3.276 1.243 1.151
C 4.612 0.919 1.270
C 2.600 2.574 1.486
O 3.220 3.451 2.056
O 1.387 2.619 1.035
C 1.675 -1.306 -0.831
O 1.830 -2.348 -1.437
O 0.621 -0.547 -0.813
H 6.495 -1.466 0.404
H 4.426 -2.021 -0.470
H 5.308 1.598 1.741
C -0.048 0.216 2.336
Si -0.769 -1.461 2.528
C -2.378 -1.668 1.563
N -2.304 -1.335 0.147
C -3.555 -0.847 -0.410
C -4.605 -1.944 -0.600
C -4.042 -3.062 -1.476
C -2.716 -3.562 -0.905
C -1.753 -2.390 -0.693
C 0.508 -2.801 2.164
C 0.139 -4.078 1.732
C 1.082 -5.074 1.526
C 2.426 -4.814 1.756
C 2.816 -3.558 2.194
C 1.864 -2.566 2.395
C -1.324 -1.779 4.320
C -0.978 -2.919 5.046
C -1.426 -3.115 6.347
C -2.239 -2.169 6.952
C -2.598 -1.025 6.250
C -2.142 -0.838 4.953
H 0.846 0.297 2.968
H -0.770 0.955 2.712
H -3.034 -0.931 2.043
H -2.847 -2.645 1.781
H -3.324 -0.389 -1.378
H -3.927 -0.045 0.229
H -5.509 -1.518 -1.047
H -4.893 -2.351 0.376
H -3.865 -2.666 -2.483
H -4.760 -3.881 -1.576
H -2.253 -4.294 -1.573
H -2.903 -4.077 0.045
H -1.510 -1.945 -1.662
H -0.807 -2.730 -0.279
H -0.907 -4.295 1.541
H 0.770 -6.050 1.177
H 3.166 -5.587 1.587
H 3.863 -3.346 2.374
H 2.186 -1.586 2.733
H -0.338 -3.667 4.590
H -1.138 -4.008 6.889
H -2.589 -2.318 7.966
H -3.229 -0.278 6.716
H -2.421 0.067 4.423
C -4.864 2.364 -2.235
Si -4.064 3.238 -0.779
C -3.783 5.036 -1.231
C -5.242 3.157 0.682
C -2.498 2.438 -0.355
C -1.438 1.897 -0.065
H -5.811 2.831 -2.515
H -5.056 1.317 -1.991
H -4.200 2.385 -3.102
H -4.722 5.538 -1.477
H -3.117 5.112 -2.092
H -3.314 5.568 -0.401
H -6.199 3.632 0.453
H -4.808 3.658 1.549
H -5.434 2.118 0.960



4.
125
Properties=species:S:1:pos:R:3 method="wB97M-V/def2-TZVPD" total_energy_ha=-132888.2616 homo_ev=-9.100 orbital_gap_ha=0.295
C 4.767 -1.736 1.121
C 3.379 -1.537 0.487
C 3.248 -0.239 -0.351
C 2.104 -0.448 -1.323
C 2.123 -0.064 -2.631
O 3.160 0.561 -3.265
N 2.838 2.007 -3.417
O 3.573 2.620 -2.764
C 0.905 -0.394 -3.464
O 0.414 0.384 -4.295
C 0.308 -1.746 -3.158
C -0.178 -2.573 -4.337
C -1.698 -2.711 -4.395
C -2.310 -3.190 -3.083
C -2.790 -1.950 -2.299
C -2.940 -2.271 -0.813
N -2.767 -1.035 -0.018
C 0.274 -2.129 -1.851
C 0.849 -1.158 -0.851
O 0.331 -0.919 0.261
H 5.317 -0.804 1.215
H 4.621 -2.124 2.134
H 5.358 -2.489 0.595
H 3.208 -2.386 -0.187
H 2.566 -1.560 1.215
H 4.151 -0.175 -0.963
H 3.096 0.649 0.267
H 0.302 -3.555 -4.279
H 0.151 -2.078 -5.255
H -2.168 -1.790 -4.750
H -1.918 -3.458 -5.169
H -1.632 -3.816 -2.497
H -3.182 -3.809 -3.319
H -2.070 -1.142 -2.446
H -3.743 -1.654 -2.751
H -3.911 -2.755 -0.661
H -2.134 -2.958 -0.535
H -3.653 -0.777 0.369
H -2.162 -1.260 0.767
H -0.129 -3.088 -1.542
C 3.365 4.530 -6.729
Br 5.047 4.474 -7.675
Br 1.933 5.147 -7.862
Br 2.948 2.836 -5.900
H 3.472 5.251 -5.931
C -1.620 2.911 -8.571
Br -0.609 2.645 -10.189
Br -0.659 2.294 -7.025
Br -2.174 4.750 -8.379
H -2.518 2.315 -8.654
C -5.778 3.272 1.437
Br -4.081 2.899 0.604
Br -7.060 3.970 0.180
Br -6.490 1.752 2.378
H -5.603 4.037 2.176
C 7.221 3.709 -11.392
Br 7.491 4.725 -13.006
Br 8.256 2.085 -11.389
Br 7.561 4.771 -9.821
H 6.179 3.424 -11.364
C -4.487 -0.872 6.085
Br -6.318 -1.417 5.810
Br -3.253 -2.049 5.188
Br -4.219 0.966 5.583
H -4.287 -0.949 7.144
C -7.722 -4.964 6.471
Br -6.320 -6.222 6.078
Br -9.285 -5.275 5.383
Br -8.138 -4.919 8.353
H -7.350 -3.983 6.214
C 2.247 -3.649 3.659
Br 3.849 -4.692 3.425
Br 0.988 -3.930 2.226
Br 1.427 -3.954 5.381
H 2.539 -2.606 3.631
C -3.605 7.546 -6.529
Br -3.807 9.076 -7.684
Br -2.214 7.809 -5.222
Br -5.268 7.044 -5.701
H -3.300 6.716 -7.150
C -12.092 -6.270 8.080
Br -10.736 -7.577 7.699
Br -13.645 -6.507 6.964
Br -12.553 -6.246 9.951
H -11.674 -5.301 7.843
C -4.581 5.215 5.516
Br -6.199 4.532 4.720
Br -4.721 5.305 7.434
Br -3.026 4.224 4.951
H -4.452 6.227 5.158
C 5.436 -7.506 6.682
Br 3.774 -6.533 6.693
Br 5.593 -8.627 5.122
Br 6.956 -6.336 6.868
H 5.430 -8.157 7.545
C 6.529 -2.164 6.295
Br 4.661 -2.397 6.716
Br 7.658 -2.478 7.826
Br 7.049 -3.242 4.787
H 6.664 -1.130 6.008
C -5.202 3.137 -3.588
Br -3.533 3.039 -4.563
Br -6.591 3.794 -4.749
Br -5.756 1.519 -2.704
H -5.066 3.876 -2.809
C 7.302 0.901 3.142
Br 5.458 0.617 3.617
Br 8.455 0.653 4.659
Br 7.839 -0.205 1.653
H 7.405 1.928 2.820
C 2.118 3.153 3.179
Br 0.511 4.193 3.383
Br 1.751 1.424 2.413
Br 3.462 4.099 2.171
H 2.520 2.987 4.169
C 8.050 -6.323 2.268
Br 6.385 -6.947 1.526
Br 9.561 -7.263 1.533
Br 8.231 -4.413 2.070
H 8.025 -6.533 3.330
C -0.682 9.911 -1.967
Br 0.166 8.233 -2.391
Br -1.725 9.790 -0.353
Br 0.593 11.351 -1.888
H -1.367 10.133 -2.774



5.
81
Properties=species:S:1:pos:R:3 method="wB97M-V/def2-TZVPD" total_energy_ha=-4414.0230 homo_ev=-4.667 charge=-1 orbital_gap_ha=0.251 de_lowest_ev=0.058
Ti -1.227 -1.532 -0.013
Cl 1.173 -1.236 2.254
C 2.599 -1.650 1.360
C 3.609 -2.355 1.991
C 4.756 -2.672 1.280
C 4.884 -2.282 -0.044
C 3.860 -1.579 -0.663
C 2.697 -1.255 0.027
P 1.290 -0.380 -0.741
C 1.744 -0.358 -2.509
C 2.043 0.814 -3.197
C 2.322 0.775 -4.556
C 2.296 -0.432 -5.239
C 2.013 -1.607 -4.554
C 1.736 -1.572 -3.197
C 1.582 1.354 -0.245
C 2.715 1.782 0.443
C 2.857 3.120 0.786
C 1.876 4.039 0.445
C 0.748 3.623 -0.248
C 0.599 2.285 -0.586
H 3.484 -2.655 3.022
H 5.547 -3.231 1.763
H 5.777 -2.531 -0.601
H 3.958 -1.292 -1.702
H 2.059 1.764 -2.679
H 2.552 1.694 -5.081
H 2.498 -0.457 -6.303
H 1.983 -2.557 -5.072
H 1.508 -2.497 -2.687
H 3.485 1.072 0.715
H 3.737 3.441 1.329
H 1.988 5.080 0.722
H -0.026 4.329 -0.522
H -0.283 1.969 -1.135
C 0.275 1.853 3.377
C -1.221 1.554 3.277
C -1.808 1.323 4.665
C -1.924 2.741 2.609
N -1.392 0.248 2.578
N -1.417 0.368 1.136
H 0.426 2.808 3.884
H 0.736 1.930 2.390
H 0.791 1.071 3.936
H -1.583 2.168 5.317
H -1.384 0.419 5.107
H -2.893 1.214 4.598
H -1.811 3.619 3.249
H -2.986 2.542 2.464
H -1.477 2.991 1.642
H -2.321 -0.120 2.794
H -0.714 1.056 0.877
H -2.333 0.761 0.882
N -3.096 -4.332 1.302
C -2.438 -3.364 2.033
O -2.178 -2.258 1.306
C -2.110 -3.422 3.330
I -4.986 0.576 2.015
H -2.808 -4.401 0.331
H -3.137 -5.228 1.759
H -1.670 -2.568 3.820
H -2.321 -4.320 3.893
C -2.912 -0.876 -1.060
C -2.539 0.376 -1.779
C -3.027 1.612 -1.323
C -2.694 2.796 -1.964
C -1.868 2.784 -3.081
C -1.383 1.570 -3.551
C -1.709 0.381 -2.911
H -3.189 -1.694 -1.719
H -3.682 -0.697 -0.307
H -3.711 1.625 -0.478
H -3.100 3.731 -1.596
H -1.615 3.708 -3.587
H -0.742 1.543 -4.424
H -1.331 -0.559 -3.289
O -0.939 -2.304 -1.967
S -0.689 -3.802 -1.767
O 0.249 -4.292 -2.746
O -1.949 -4.511 -1.655
S 0.167 -3.630 0.070